1.
C2H6N4O | ωB97M-V/def2-TZVPD

As for the HOMO energy: -7.995 eV. As for the frontier orbital gap: 8.63 eV. The total charge is 0. The calculation puts the maximum force at 0.16824 hartree/bohr. The calculation puts the relative energy (zero: lowest compared OMol25 entry of this formula, charge and spin) at 229.5 kcal per mole.

Each line ends with the natural charge from an NBO analysis.
Element x y z (Å)
C -0.93 0.49 -0.99  0.254
C 1.43 -0.47 1.01  0.292
H -3.46 0.04 0.90  0.458
H -1.19 1.19 -2.17  0.193
H 0.95 0.94 -1.85  0.392
H 0.73 -1.84 -0.39  0.372
H 2.14 -1.58 1.26  0.139
H 2.00 0.69 2.35  0.365
N -1.53 0.22 0.31  -0.267
N 0.32 0.12 -1.17  -0.463
N 1.16 -0.77 -0.45  -0.483
N 1.37 0.66 1.40  -0.633
O -2.98 0.31 -0.19  -0.620

---

2.
C20H36BeBrF6IN5O14S4 | ωB97M-V/def2-TZVPD

As for the HOMO energy: -11.199 eV. As for the frontier orbital gap: 1.46 eV. The total charge is +1. The calculation puts the maximum force at 0.17023 hartree/bohr.

Each line ends with the Löwdin charge.
Element x y z (Å)
N 2.07 -6.90 2.87  0.051
C 2.18 -5.37 2.73  -0.572
N 1.83 -4.63 3.99  0.064
N 3.69 -5.12 2.50  0.015
C 1.43 -4.91 1.37  -0.036
C 0.05 -4.05 1.52  -0.316
C 0.35 -2.51 2.05  -0.156
C 0.32 -1.37 0.87  -0.263
C 1.67 -1.44 -0.11  -0.659
I 1.21 -1.89 -2.21  0.901
O -0.47 -3.88 0.13  -0.298
S -1.61 -5.08 -0.27  0.792
O -2.14 -4.80 -1.73  -0.368
O -1.09 -6.53 -0.24  -0.347
C -3.16 -4.98 0.83  -0.626
Br -3.87 -6.84 1.26  0.700
C -2.63 -4.21 2.22  -0.152
C -1.06 -4.67 2.55  -0.280
O -0.93 -6.14 2.78  -0.099
H 2.28 -7.37 1.95  0.091
H 2.89 -7.18 3.48  0.095
H 2.39 -3.74 4.11  0.063
H 2.10 -5.30 4.78  0.115
H 3.99 -5.53 1.59  0.089
H 3.78 -4.06 2.43  0.061
H 1.25 -5.89 0.72  0.150
H 2.21 -4.27 0.74  0.122
H -0.38 -2.17 2.92  0.150
H 1.47 -2.52 2.47  0.009
H -0.68 -1.29 0.27  0.143
H 0.43 -0.32 1.43  0.084
H 2.50 -2.15 0.37  0.054
H 2.18 -0.36 -0.12  0.043
H -4.00 -4.35 0.29  0.122
H -3.31 -4.52 3.13  0.140
H -2.68 -3.06 1.98  0.131
H -0.83 -4.18 3.62  0.151
H -0.93 -6.28 3.79  0.141
C -0.70 4.81 2.65  -0.595
F -1.39 4.55 3.80  0.120
F -1.63 4.84 1.65  0.115
F -0.24 6.09 2.77  0.120
S 0.63 3.61 2.33  0.626
O -0.06 2.32 2.21  -0.276
O 1.52 3.73 3.49  -0.244
N 1.15 4.26 0.98  -0.208
S 2.37 3.47 0.36  0.628
O 2.09 2.14 -0.18  -0.277
O 3.65 3.57 1.08  -0.240
C 2.60 4.52 -1.11  -0.593
F 2.86 5.82 -0.79  0.120
F 1.48 4.56 -1.90  0.117
F 3.62 4.11 -1.92  0.100
Be 2.10 -0.92 3.00  0.988
C -5.74 4.50 5.39  -0.095
C -4.55 5.43 5.31  -0.323
O -4.12 5.56 3.96  -0.101
H -5.48 3.51 4.99  0.074
H -6.08 4.38 6.43  0.074
H -6.57 4.88 4.79  0.075
H -3.71 5.04 5.90  0.111
H -4.80 6.42 5.70  0.110
H -4.87 5.92 3.45  0.065
C -2.64 -3.47 -6.56  -0.169
C -1.50 -3.72 -5.57  -0.177
O -0.39 -2.97 -6.08  -0.211
S -0.95 -1.64 -6.84  0.673
O -0.87 -0.53 -5.91  -0.250
O -0.39 -1.60 -8.17  -0.228
O -2.51 -2.10 -6.94  -0.190
H -2.52 -4.08 -7.46  0.135
H -3.62 -3.65 -6.11  0.139
H -1.25 -4.78 -5.49  0.140
H -1.75 -3.32 -4.58  0.124
N 4.08 6.80 -5.08  0.072
C 4.17 5.62 -4.42  -0.122
C 4.38 4.41 -5.05  -0.051
C 4.51 4.40 -6.44  -0.063
C 4.42 5.59 -7.14  -0.053
C 4.21 6.76 -6.42  -0.123
H 4.06 5.68 -3.34  0.089
H 4.45 3.49 -4.48  0.104
H 4.68 3.46 -6.97  0.111
H 4.51 5.62 -8.22  0.109
H 4.13 7.72 -6.92  0.110
O -5.50 8.03 2.32  -0.058
H -5.36 8.77 2.92  0.047
H -4.96 8.25 1.55  0.047

---

3.
C4H8N2 | ωB97M-V/def2-TZVPD

As for the HOMO energy: -8.575 eV. As for the frontier orbital gap: 9.80 eV. The total charge is 0. The calculation puts the maximum force at 0.08254 hartree/bohr. The calculation puts the relative energy (zero: lowest compared OMol25 entry of this formula, charge and spin) at 111.4 kcal per mole.

Each line ends with the natural charge from an NBO analysis.
Element x y z (Å)
C 2.31 -0.20 -0.52  -0.164
C 1.93 0.89 0.11  -0.182
C 1.25 -0.34 0.59  -0.103
C -2.03 0.25 -0.44  -0.426
N -0.07 -0.66 0.06  -0.521
N -1.01 0.35 0.58  -0.469
H 2.83 -0.72 -1.31  0.227
H 1.85 1.99 0.17  0.231
H 1.49 -0.73 1.56  0.165
H -1.59 0.65 -1.40  0.205
H -2.24 -0.84 -0.70  0.160
H -3.00 0.89 -0.37  0.202
H -0.42 -1.58 0.05  0.349
H -1.30 0.06 1.63  0.328

---

4.
C7H7NOS | ωB97M-V/def2-TZVPD

As for the HOMO energy: -9.400 eV. As for the frontier orbital gap: 9.09 eV. The total charge is 0. The calculation puts the maximum force at 0.12168 hartree/bohr. The calculation puts the relative energy (zero: lowest compared OMol25 entry of this formula, charge and spin) at 35.2 kcal per mole.

Each line ends with the natural charge from an NBO analysis.
Element x y z (Å)
C 2.13 0.88 -0.30  -0.214
C 1.32 0.52 -1.40  -0.190
C 1.42 1.12 0.91  -0.202
C -0.01 0.28 -1.27  -0.232
C 0.10 0.82 1.02  -0.221
C -0.61 0.34 -0.01  -0.077
C -2.03 -0.03 0.30  -0.224
N -2.02 -1.70 0.31  -0.717
O -0.65 -3.70 0.52  -0.862
S -0.61 -2.25 0.61  1.400
H 3.20 0.93 -0.56  0.230
H 1.88 0.29 -2.45  0.217
H 2.04 1.31 1.76  0.218
H -0.52 0.00 -2.18  0.226
H -0.38 0.78 2.07  0.216
H -2.48 0.31 1.14  0.210
H -2.77 0.11 -0.47  0.220

---

5.
C4H5Cl3NO2 | ωB97M-V/def2-TZVPD

As for the HOMO energy: -14.983 eV. As for the frontier orbital gap: 9.50 eV. The total charge is +1. The calculation puts the maximum force at 0.14715 hartree/bohr. The calculation puts the relative energy (zero: lowest compared OMol25 entry of this formula, charge and spin) at 13.7 kcal per mole.

Each line ends with the natural charge from an NBO analysis.
Element x y z (Å)
C -2.47 -2.44 0.57  1.046
C 0.38 0.43 1.82  0.155
C 0.25 0.06 -0.55  -0.301
C 1.17 0.87 -1.58  -0.102
N 0.25 0.92 0.64  -0.384
O -3.18 -3.31 0.57  -0.437
O -1.67 -1.60 0.56  -0.604
Cl 1.05 0.05 -3.22  0.068
Cl 0.42 2.57 -1.76  -0.012
Cl 2.82 1.03 -1.03  0.099
H 0.53 1.00 2.68  0.219
H 0.26 -0.58 2.25  0.253
H -0.82 0.14 -0.80  0.276
H 0.31 1.83 0.40  0.441
H 0.71 -0.96 -0.57  0.285

---

Number 1: LUMO 0.634 eV. Number 2: LUMO -9.744 eV. Number 3: LUMO 1.221 eV. Number 4: LUMO -0.308 eV. Number 5: LUMO -5.478 eV.